[1]
Here is a molecular structure, CH3N2O3S from OMol25. Energies are from the ωB97M-V functional and the def2-TZVPD basis.

Each line ends with the Mulliken charge.
Cartesian coordinates (Å):
C  0.544  2.108  -0.182  0.155
N  -0.440  1.583  -0.059  -0.260
N  0.340  -1.591  0.316  0.005
O  -2.853  0.122  0.294  -0.296
O  0.820  -0.820  -0.712  -0.419
O  -0.853  -1.090  0.651  -0.105
S  -1.685  -0.203  -0.412  0.924
H  1.526  2.485  -0.055  0.351
H  0.935  -1.572  1.216  0.301
H  1.665  -1.022  -1.058  0.344

Results
Charge: +1
Orbital gap (alpha / beta), eV: 7.91 / 7.91
LUMO (alpha / beta), eV: -6.33 / -6.33
Spin multiplicity: 1

[2]
Here is C2H3NOS2 in the gas phase from OMol25. Energies are from the ωB97M-V functional and the def2-TZVPD basis.

Each line ends with the Mulliken charge.
Cartesian coordinates (Å):
O  2.398  -0.213  -0.221  -0.495
C  1.278  -0.676  -0.004  0.167
N  0.146  0.149  0.005  0.029
S  0.517  1.834  -0.108  -0.031
C  -1.103  -0.384  -0.137  0.119
S  -2.583  0.294  -0.127  -0.285
H  1.023  -1.708  0.295  0.248
H  -0.657  2.222  0.423  0.125
H  -1.019  -1.518  -0.127  0.123

Results
Charge: 0
Orbital gap, eV: 8.86
LUMO, eV: -0.43
Spin multiplicity: 1

[3]
Here is a molecular structure, C20H38LiN2O13 from OMol25. Energies are from the ωB97M-V functional and the def2-TZVPD basis.

Each line ends with the Mulliken charge.
Cartesian coordinates (Å):
C  23.864  -95.583  -19.406  -1.505
C  25.364  -94.938  -19.462  -0.962
N  26.080  -94.797  -18.198  0.611
C  25.293  -93.890  -17.314  -1.137
C  26.180  -96.157  -17.492  -0.421
C  26.904  -97.250  -18.274  -1.635
C  27.406  -94.173  -18.198  -0.391
C  27.469  -92.670  -18.533  -1.382
O  28.776  -92.306  -18.984  -0.036
C  29.080  -90.937  -19.089  -0.775
H  23.249  -94.955  -18.765  0.348
H  23.864  -96.484  -18.913  0.365
H  23.321  -95.548  -20.276  0.496
H  25.259  -94.115  -20.009  0.698
H  25.914  -95.532  -20.033  0.645
H  24.344  -94.448  -17.006  0.520
H  24.657  -92.928  -17.752  0.234
H  25.809  -93.719  -16.481  0.522
H  25.143  -96.440  -17.215  0.506
H  26.791  -95.903  -16.685  0.580
H  27.502  -98.058  -17.501  0.211
H  27.518  -96.917  -18.874  0.617
H  26.408  -97.639  -19.031  0.613
H  28.005  -94.639  -19.006  0.272
H  27.929  -94.416  -17.171  0.047
H  27.270  -92.141  -17.638  0.580
H  26.708  -92.470  -19.226  0.488
H  30.097  -90.620  -19.053  0.223
H  28.769  -90.258  -18.258  0.381
H  28.552  -90.410  -20.024  0.254
Li  30.238  -92.910  -20.563  0.915
N  28.129  -93.353  -21.945  1.082
O  28.692  -94.245  -21.354  -0.536
O  26.868  -93.445  -21.948  -0.730
O  28.530  -92.211  -22.034  -0.607
C  34.699  -92.679  -16.272  -1.407
C  34.043  -91.580  -17.003  0.273
C  35.080  -90.979  -18.024  -0.518
O  34.333  -91.011  -19.180  -0.312
C  33.086  -91.688  -18.996  0.436
O  32.267  -91.790  -19.837  -0.275
O  32.949  -92.023  -17.789  -0.285
H  33.949  -93.012  -15.556  0.301
H  35.467  -92.365  -15.568  0.391
H  35.035  -93.370  -17.114  0.372
H  33.747  -90.808  -16.294  0.306
H  36.023  -91.594  -17.941  0.316
H  35.085  -89.891  -17.808  0.344
C  34.010  -90.143  -22.895  -1.050
C  32.937  -91.044  -23.686  0.171
C  33.500  -92.152  -24.556  -0.666
O  32.775  -93.244  -24.244  -0.341
C  32.193  -93.003  -23.147  0.600
O  31.614  -93.845  -22.517  -0.469
O  32.242  -91.752  -22.799  -0.261
H  34.785  -89.771  -23.601  0.417
H  34.508  -90.871  -22.163  0.204
H  33.409  -89.278  -22.495  0.295
H  32.125  -90.619  -24.227  0.422
H  34.631  -92.198  -24.572  0.261
H  33.474  -91.837  -25.575  0.382
C  31.012  -98.583  -17.490  -1.086
C  31.089  -97.059  -17.311  0.374
C  32.489  -96.481  -17.159  -0.603
O  32.619  -95.423  -18.148  -0.322
C  31.385  -95.291  -18.784  0.277
O  31.063  -94.473  -19.560  -0.146
O  30.549  -96.211  -18.318  -0.215
H  29.886  -99.029  -17.708  0.212
H  31.574  -99.089  -16.581  0.313
H  31.598  -98.513  -18.371  0.398
H  30.618  -96.757  -16.242  0.237
H  33.356  -97.085  -17.271  0.350
H  32.745  -96.036  -16.045  0.213

Results
Charge: +1
Orbital gap, eV: 7.99
LUMO, eV: -2.21
Spin multiplicity: 1

[4]
Here is C5H4N2O2S in the gas phase from OMol25. Energies are from the ωB97M-V functional and the def2-TZVPD basis.

Each line ends with the Mulliken charge.
Cartesian coordinates (Å):
O  2.751  0.800  0.003  -0.583
C  1.935  -0.074  -0.059  0.525
O  2.271  -1.391  -0.091  -0.552
C  0.427  -0.004  0.085  0.369
N  -0.101  -1.194  0.241  -0.542
C  -1.401  -1.259  0.198  -0.296
C  -2.214  -0.072  -0.089  -0.110
N  -1.703  1.141  -0.152  -0.524
C  -0.313  1.181  -0.091  0.439
S  0.368  2.764  0.117  -0.219
H  1.372  -1.900  -0.017  0.533
H  -1.703  -2.296  0.047  0.377
H  -3.317  -0.099  -0.196  0.373
H  1.630  2.405  0.005  0.211

Results
Charge: 0
Orbital gap, eV: 8.66
LUMO, eV: -0.60
Spin multiplicity: 1

[5]
Here is a molecular structure, C12H39B2FeNO4 from OMol25. Energies are from the ωB97M-V functional and the def2-TZVPD basis.

Each line ends with the Löwdin spin population.
Cartesian coordinates (Å):
Fe  1.185  -0.256  0.479  2.747
B  -0.217  0.130  0.021  0.209
H  0.487  0.871  -0.324  0.025
H  -1.252  0.272  -0.248  0.016
H  0.129  -0.786  -0.433  0.042
H  -0.144  0.034  1.093  0.055
B  2.100  0.546  1.470  0.240
H  2.479  1.195  2.244  0.046
H  1.031  0.500  1.607  0.061
H  2.320  0.958  0.498  0.046
H  2.562  -0.429  1.497  0.051
C  -1.323  1.569  -3.571  0.004
C  -1.322  1.131  -2.104  0.005
C  -2.108  -0.194  -1.982  0.009
O  -0.029  0.845  -1.731  0.080
H  -0.351  1.699  -4.045  0.000
H  -1.797  2.548  -3.638  0.001
H  -1.917  0.941  -4.236  0.000
H  -1.589  1.929  -1.412  0.000
H  -3.153  -0.043  -2.251  0.001
H  -2.121  -0.504  -0.937  0.004
H  -1.588  -0.971  -2.543  0.001
H  0.124  0.553  -0.830  0.034
C  -1.347  1.911  2.192  0.005
C  -2.427  1.020  1.558  0.003
C  -3.089  1.469  0.244  0.002
O  -1.872  -0.238  1.342  0.040
H  -0.887  1.464  3.073  0.001
H  -1.637  2.934  2.428  0.000
H  -0.570  2.002  1.432  0.003
H  -3.222  1.015  2.303  0.001
H  -3.047  2.555  0.161  0.000
H  -4.168  1.321  0.201  0.000
H  -2.759  1.037  -0.701  0.000
H  -1.312  -0.225  0.563  0.012
C  -0.208  -0.963  3.637  0.001
O  0.149  -1.296  2.278  0.018
C  0.291  -2.712  2.054  0.002
C  0.695  -2.855  0.533  0.011
N  1.782  -1.887  0.152  0.093
C  2.029  -2.032  -1.328  0.016
C  2.746  -0.732  -1.714  0.003
O  1.937  0.397  -1.336  0.064
C  2.405  1.641  -1.874  0.016
H  0.611  -1.240  4.302  0.000
H  -1.130  -1.481  3.902  0.000
H  -0.322  0.120  3.664  0.001
H  -0.603  -3.271  2.330  0.000
H  1.038  -3.151  2.716  0.000
H  -0.186  -2.797  -0.106  0.003
H  1.008  -3.828  0.155  0.001
H  2.673  -2.248  0.461  0.013
H  1.092  -2.085  -1.884  0.002
H  2.648  -2.923  -1.429  0.003
H  2.952  -0.606  -2.777  0.000
H  3.702  -0.771  -1.191  0.001
H  1.632  2.402  -1.765  0.001
H  2.648  1.524  -2.930  0.002
H  3.241  1.993  -1.269  0.004

Results
<S²>: 6.019
Charge: 0
Orbital gap (alpha / beta), eV: 6.22 / 6.49
LUMO (alpha / beta), eV: 0.37 / 0.23
Spin multiplicity: 5